Density functional theory data (wB97M-V/def2-TZVPD) for a molecular structure, C32H84AsF12N6O10 at a distorted geometry.

Results
highest occupied orbital energy	-0.499	hartree
ΔE to the lowest compared entry with this formula, charge and spin	0.0	kJ/mol
frontier orbital gap	6.89	eV
DFT total energy	-157387.353	eV
total charge	+3

Last column: Mulliken charge in e.
Cartesian coordinates (Å):
C  10.02493  3.25887  -9.07547  -1.191
C  11.45897  2.87570  -9.38776  0.643
C  12.38130  3.96158  -8.91213  -0.873
O  13.73008  3.59019  -9.11283  -0.375
C  14.64217  4.69510  -9.19516  -0.769
N  11.78351  1.50462  -8.76020  0.052
H  12.52803  0.98907  -9.22480  0.433
H  12.03638  1.51880  -7.76968  0.429
H  10.94571  0.89340  -8.75248  -0.129
H  9.84648  4.20006  -9.59425  0.590
H  9.85204  3.33220  -7.99932  0.467
H  9.32483  2.52995  -9.48060  -0.272
H  11.58431  2.58102  -10.42823  0.008
H  12.29852  4.17914  -7.83880  0.463
H  12.12332  4.88782  -9.43236  0.518
H  15.66061  4.31982  -9.16219  0.258
H  14.49310  5.23586  -8.25495  0.332
H  14.47900  5.34181  -10.05546  0.316
C  11.60530  -2.43816  -6.21238  -1.426
C  10.31864  -2.07564  -5.45782  0.562
C  10.61648  -2.23102  -3.96430  -0.858
O  9.39241  -2.21629  -3.26687  -0.322
C  9.44363  -1.98567  -1.88291  -0.801
N  9.86072  -0.67537  -5.74518  -0.057
H  10.58179  0.00738  -5.50460  0.461
H  9.61263  -0.54348  -6.74987  -0.127
H  9.04697  -0.32461  -5.23523  0.437
H  11.39511  -2.20322  -7.25795  0.330
H  11.82737  -3.48486  -6.02406  0.445
H  12.48856  -1.88986  -5.87900  0.399
H  9.49668  -2.69542  -5.80631  0.236
H  11.15972  -1.34558  -3.59336  0.336
H  11.27814  -3.05764  -3.69587  0.487
H  10.03115  -2.72845  -1.33243  0.331
H  8.44214  -2.05091  -1.46422  0.258
H  9.86917  -1.02215  -1.57904  0.341
C  1.61831  0.38822  -11.15387  -0.844
C  1.68847  -1.14372  -11.24533  1.282
C  1.70675  -1.83977  -9.88220  -0.934
O  1.80874  -3.21482  -10.12867  -0.316
C  1.94151  -4.01794  -8.96392  -0.853
N  0.48598  -1.61878  -12.04279  0.152
H  -0.21190  -0.90397  -12.22477  0.426
H  0.85972  -1.96571  -12.94248  -0.023
H  0.06642  -2.35806  -11.47783  0.442
H  0.74027  0.70062  -10.58410  0.596
H  1.59590  0.90438  -12.11359  -0.056
H  2.56405  0.70634  -10.71286  -0.347
H  2.59170  -1.27531  -11.84119  -0.394
H  0.74015  -1.58986  -9.42563  0.433
H  2.56815  -1.49885  -9.30506  0.450
H  2.39479  -3.41574  -8.17060  0.338
H  2.47713  -4.94296  -9.15122  0.270
H  0.95547  -4.28759  -8.57141  0.315
C  10.91662  -0.54118  -15.01428  -1.511
C  11.58026  -0.26525  -13.67038  0.482
C  11.10693  -1.27746  -12.61863  0.329
O  11.46808  -2.53706  -13.06634  -0.442
C  10.99297  -3.61071  -12.27845  -0.660
N  13.07898  -0.28722  -13.85849  -0.100
H  13.48209  -1.22538  -13.96065  0.370
H  13.45500  0.20343  -14.67369  0.384
H  13.48226  0.10424  -13.00759  0.356
H  11.00406  -1.55771  -15.39895  0.390
H  11.25205  0.19108  -15.74816  0.442
H  9.83197  -0.45134  -14.93444  0.332
H  11.30800  0.73831  -13.34728  -0.106
H  10.03264  -1.11405  -12.46244  -0.433
H  11.49726  -1.11580  -11.59649  0.341
H  11.24078  -4.54570  -12.78066  0.325
H  9.90404  -3.64245  -12.18959  0.193
H  11.46381  -3.69891  -11.29532  0.284
C  4.47062  1.13238  -7.10800  -1.511
C  5.14601  1.72397  -8.34847  1.911
C  4.45718  2.98909  -8.78630  -1.106
O  5.11863  3.62635  -9.84664  -0.199
C  4.32724  4.37232  -10.75238  -0.712
N  6.60394  2.05153  -8.05450  0.422
H  6.81814  2.99605  -8.37790  0.476
H  6.81537  1.94813  -7.06247  0.481
H  7.27426  1.35949  -8.44372  -0.735
H  3.55934  0.60845  -7.38675  0.312
H  4.17290  1.89329  -6.38437  0.421
H  5.13054  0.44610  -6.57531  0.433
H  5.15807  1.01274  -9.16851  -0.917
H  4.15744  3.72956  -8.03598  0.425
H  3.49903  2.63281  -9.19787  0.415
H  4.95203  4.55030  -11.62725  0.186
H  4.08145  5.33903  -10.30978  0.324
H  3.46990  3.78023  -11.08628  0.255
C  0.26725  2.40844  -16.92641  -1.362
C  0.90542  1.12261  -16.37756  -0.085
C  1.64516  1.28080  -15.04699  0.402
O  2.83236  1.95831  -15.34020  -0.428
C  3.93202  1.78450  -14.44983  -0.571
N  -0.21540  0.10073  -16.19814  -0.091
H  0.10714  -0.78918  -15.79348  0.083
H  -0.99486  0.37939  -15.59912  0.399
H  -0.64474  -0.13306  -17.09525  0.442
H  0.74370  3.37457  -16.79061  0.315
H  -0.67170  2.51020  -16.36905  0.394
H  0.01907  2.24938  -17.97499  0.425
H  1.51593  0.60531  -17.11497  0.332
H  1.92693  0.27406  -14.71040  -0.375
H  1.00222  1.81636  -14.33467  0.348
H  3.87178  2.51500  -13.64142  0.386
H  4.81576  1.97368  -15.05864  0.378
H  4.09222  0.75715  -14.11207  0.100
As  9.04866  3.53068  -12.89901  2.083
F  9.37907  2.20737  -11.76631  -0.546
F  10.07224  2.67714  -14.07427  -0.529
F  8.85823  4.82629  -14.05782  -0.480
F  7.99459  4.35865  -11.78534  -0.464
F  10.44688  4.41352  -12.36401  -0.490
F  7.66804  2.72311  -13.63562  -0.468
C  8.43858  -0.71104  -9.49013  0.951
O  7.45720  0.13331  -10.04298  0.055
O  9.02989  0.13040  -8.57209  -0.378
C  7.80937  -2.03137  -8.96792  0.064
F  6.60957  -1.80320  -8.40691  -0.266
F  7.67920  -2.99198  -9.87654  -0.173
F  8.57901  -2.53805  -7.96533  -0.224
C  6.96992  -0.20798  -11.36566  0.176
C  5.92382  0.86388  -11.69356  0.831
H  6.14027  1.72339  -11.05464  -0.252
H  6.01278  1.15182  -12.73677  0.285
H  4.88169  0.67979  -11.41841  -0.941
H  6.48215  -1.18446  -11.37415  0.270
H  7.79224  -0.11376  -12.07498  -0.455
H  9.16931  -1.01235  -10.25614  -0.815
C  2.36657  -2.82346  -15.00228  -0.275
O  3.11047  -2.86730  -13.74426  0.025
O  1.11965  -2.43281  -14.78612  -1.043
C  3.19834  -2.11427  -16.10270  0.590
F  3.83830  -1.01057  -15.63297  -0.139
F  4.10119  -2.95116  -16.61353  -0.273
F  2.45408  -1.67906  -17.13895  -0.324
C  4.36442  -3.50437  -13.78582  -0.457
C  4.87644  -3.71808  -12.36575  -0.757
H  5.96231  -3.67860  -12.29146  0.204
H  4.28032  -3.15276  -11.64762  -0.063
H  4.67589  -4.75380  -12.06768  0.442
H  5.10866  -2.90356  -14.32066  0.293
H  4.42721  -4.47686  -14.28529  0.296
H  2.34910  -3.89935  -15.24934  0.430

Density functional theory data (wB97M-V/def2-TZVPD) for 2 unconnected molecules or ions with the total composition N6O6S at a distorted geometry.

Results
highest occupied orbital energy	-0.352	hartree
frontier orbital gap	7.62	eV
DFT total energy	-32047.330	eV
total charge	0

Last column: natural (NBO) charge in e.
Cartesian coordinates (Å):
N  0.93290  -2.58877  -1.17072  0.452
N  -0.69852  1.87007  -0.74906  0.558
N  1.40974  -1.64535  -0.83648  -0.149
N  -0.71896  0.79628  -0.29720  -0.247
N  1.46438  1.52367  0.54204  0.360
N  -2.13602  -1.28418  1.25440  0.369
O  2.47112  1.35005  1.15619  -0.321
O  -2.41741  -0.21132  1.71932  -0.374
O  0.43423  -3.56153  -1.52238  -0.319
O  -1.13659  2.71834  -1.40616  -0.183
O  1.10792  2.48801  -0.11510  -0.373
O  -0.98257  -1.42572  0.69365  -0.530
S  0.26977  -0.02956  0.73150  0.756